Version one
DFT (the ωB97M-V functional and the def2-TZVPD basis) results for the molecule C4H9NO3.

orbital gap: 10.060 eV
2S+1: 1

Last columns: bonded neighbours and bond lengths (Å).
Atoms and positions in Å:
1 C 0.7484 -0.1198 -1.5184  C2 1.528, H9 1.091, H10 1.091, H11 1.091
2 C 0.3807 -0.1401 -0.0354  C1 1.528, N3 1.457, C6 1.549, H12 1.100
3 N 0.1738 1.2014 0.4950  C2 1.457, C4 1.793, H13 1.015
4 C 0.8247 1.4773 2.1423  N3 1.793, O5 1.162, H14 1.134
5 O 1.6152 0.7815 2.6332  C4 1.162
6 C -0.9100 -0.9526 0.2383  C2 1.549, O7 1.397, O8 1.413, H15 1.098
7 O -0.8278 -2.2664 -0.2293  C6 1.397, H16 0.966
8 O -2.0204 -0.3202 -0.3654  C6 1.413, H17 0.970
9 H 1.0148 -1.1195 -1.8641  C1 1.091
10 H -0.0853 0.2522 -2.1157  C1 1.091
11 H 1.6084 0.5321 -1.6817  C1 1.091
12 H 1.1873 -0.6425 0.5180  C2 1.100
13 H 0.4478 1.9582 -0.1240  N3 1.015
14 H -0.1049 2.0409 1.8190  C4 1.134
15 H -1.0517 -1.0364 1.3239  C6 1.098
16 H -0.9803 -2.2444 -1.1827  O7 0.966
17 H -2.0208 0.5983 -0.0531  O8 0.970

Here are the natural (NBO) charges for atoms 1 to 6, given in e: -0.6300 -0.1129 -0.8568 0.5215 -0.4614 0.3837



Version two
DFT (the ωB97M-V functional and the def2-TZVPD basis) results for a cluster of 2 separate species, C4H9NO3 in total.

orbital gap: 9.879 eV
2S+1: 1

Last columns: bonded neighbours and bond lengths (Å).
Atoms and positions in Å:
1 C -0.4264 -0.7432 -1.1921  N2 1.488, H8 1.115, H9 1.094, H10 1.073
2 N -0.7953 0.5153 -0.4896  C1 1.488, C3 1.375, C5 1.435
3 C -1.1928 1.6449 -1.1655  N2 1.375, O4 1.214, H11 1.096
4 O -1.3447 2.6817 -0.5529  C3 1.214
5 C -0.5474 0.5069 0.9236  N2 1.435, C6 1.549, H12 1.120, H13 1.106
6 C 0.9168 0.8321 1.3124  C5 1.549, O7 1.198, H14 1.110
7 O 1.5012 0.1946 2.1414  C6 1.198
8 H -1.1074 -1.5415 -0.8148  C1 1.115
9 H -0.8249 -0.6436 -2.2065  C1 1.094
10 H 0.6186 -0.9881 -1.1795  C1 1.073
11 H -1.4522 1.5006 -2.2207  C3 1.096
12 H -0.8865 -0.4340 1.4272  C5 1.120
13 H -1.1351 1.3132 1.4011  C5 1.106
14 H 1.3926 1.6816 0.7803  C6 1.110
15 O 1.4531 -2.1572 0.3460  H16 0.965, H17 0.967
16 H 2.3724 -1.8855 0.2316  O15 0.965
17 H 1.4579 -2.4778 1.2583  O15 0.967

Here are the natural (NBO) charges for atoms 1 to 6, given in e: -0.4024 -0.4415 0.5275 -0.6150 -0.3352 0.4448



Version three
DFT (the ωB97M-V functional and the def2-TZVPD basis) results for a cluster of 2 separate species, C4H9NO3 in total.

orbital gap: 10.391 eV
2S+1: 1

Last columns: bonded neighbours and bond lengths (Å).
Atoms and positions in Å:
1 C -1.8604 1.0378 -0.4816  C2 1.534, H5 1.171, H6 1.103, H7 1.225
2 C -2.1134 -0.4553 -0.2362  C1 1.534, O3 1.227, O4 1.396
3 O -2.5932 -1.1956 -1.0893  C2 1.227
4 O -1.5297 -0.9085 0.9486  C2 1.396, H8 0.904
5 H -1.8387 1.1578 -1.6460  C1 1.171
6 H -2.6695 1.6217 -0.0106  C1 1.103
7 H -0.8427 1.2908 0.1520  C1 1.225
8 H -1.6418 -1.8055 0.9748  O4 0.904
9 C 1.0644 0.0498 1.0797  C10 1.532, H13 1.066, H14 1.160, H15 1.155
10 C 1.7122 -0.5970 -0.1488  C9 1.532, N11 1.336, O12 1.230
11 N 2.4449 0.1563 -0.9743  C10 1.336, H16 1.016, H17 1.042
12 O 1.5137 -1.7763 -0.4387  C10 1.230
13 H 0.0394 -0.2418 1.1200  C9 1.066
14 H 1.1054 1.2082 1.1084  C9 1.160
15 H 1.4787 -0.4089 2.0557  C9 1.155
16 H 2.9987 -0.2509 -1.7230  N11 1.016
17 H 2.7320 1.1175 -0.6908  N11 1.042

Here are the natural (NBO) charges for atoms 1 to 6, given in e: -0.7412 0.7866 -0.5724 -0.6951 0.2611 0.2450



Of them, version three has the highest stability.



Version one
DFT (the ωB97M-V functional and the def2-TZVPD basis) results for the molecule C4H9NO3.

orbital gap: 10.676 eV
2S+1: 1

Last columns: bonded neighbours and bond lengths (Å).
Atoms and positions in Å:
1 O 1.4187 1.8682 0.8164  C2 1.216
2 C 0.4879 1.1567 0.4894  O1 1.216, C3 1.542, N6 1.370
3 C 0.3580 0.7562 -0.9943  C2 1.542, C4 1.530, H9 1.079, H10 1.101
4 C 1.0176 -0.6210 -1.0965  C3 1.530, O5 1.444, H11 1.083, H12 1.090
5 O 1.4579 -0.7978 -2.4608  C4 1.444, H13 0.943
6 N -0.4503 0.7561 1.4037  C2 1.370, C7 1.415, H14 1.011
7 C -1.5902 -0.0507 1.1774  N6 1.415, O8 1.434, H15 1.089, H16 1.089
8 O -1.4250 -1.4399 1.4924  C7 1.434, H17 0.958
9 H 0.6945 1.5321 -1.6644  C3 1.079
10 H -0.7095 0.6947 -1.2566  C3 1.101
11 H 0.2952 -1.3775 -0.8178  C4 1.083
12 H 1.9463 -0.5804 -0.5277  C4 1.090
13 H 1.6836 -1.7017 -2.6055  O5 0.943
14 H -0.2953 1.1305 2.3300  N6 1.011
15 H -1.9484 -0.0123 0.1496  C7 1.089
16 H -2.4217 0.2796 1.7989  C7 1.089
17 H -0.5193 -1.5927 1.7659  O8 0.958

Here are the natural (NBO) charges for atoms 1 to 6, given in e: -0.6023 0.6870 -0.5111 -0.0721 -0.7255 -0.6501



Version two
DFT (the ωB97M-V functional and the def2-TZVPD basis) results for a cluster of 2 separate species, C4H9NO3 in total.

orbital gap: 8.464 eV
2S+1: 1

Last columns: bonded neighbours and bond lengths (Å).
Atoms and positions in Å:
1 C 1.3402 -0.5340 -1.3992  C2 1.508, H5 1.091, H6 1.092, H7 1.093
2 C 0.7852 0.6397 -0.6325  C1 1.508, O3 1.246, O4 1.494
3 O 0.7251 1.7786 -1.1353  C2 1.246
4 O 1.3340 0.5646 0.7554  C2 1.494, H8 0.974
5 H 2.2438 -0.2353 -1.9319  C1 1.091
6 H 0.5932 -0.8773 -2.1182  C1 1.092
7 H 1.5884 -1.3815 -0.7547  C1 1.093
8 H 1.3449 1.4975 1.0340  O4 0.974
9 N -0.9359 -1.4885 1.5325  C10 1.339, H13 1.013, H14 1.012
10 C -1.0316 -0.1876 1.2309  N9 1.339, C11 1.407, H15 1.084
11 C -1.1847 0.3214 -0.0718  C10 1.407, O12 1.381, H16 1.090
12 O -1.7740 1.5666 -0.1663  C11 1.381, H17 0.989
13 H -0.6972 -2.1218 0.7790  N9 1.013
14 H -0.5607 -1.7318 2.4408  N9 1.012
15 H -1.0957 0.4908 2.0734  C10 1.084
16 H -1.5007 -0.3638 -0.8587  C11 1.090
17 H -1.1745 2.0624 -0.7773  O12 0.989

Here are the natural (NBO) charges for atoms 1 to 6, given in e: -0.7040 0.7256 -0.6929 -0.7984 0.2474 0.2200



Of them, version one has the highest stability.



Version one
DFT (the ωB97M-V functional and the def2-TZVPD basis) results for the molecule C4H9NO3.

orbital gap: 8.865 eV
2S+1: 1

Last columns: bonded neighbours and bond lengths (Å).
Atoms and positions in Å:
1 C 0.5531 1.7979 -0.5563  C2 1.331, H9 1.077, H10 1.073
2 C 0.8547 0.5159 -0.3637  C1 1.331, O3 1.509, N4 1.347
3 O 2.2544 0.0457 -0.6764  C2 1.509, H11 0.964
4 N 0.0947 -0.5780 -0.1659  C2 1.347, C5 1.447, C6 1.584
5 C 0.6509 -1.8317 0.2956  N4 1.447, H12 1.095, H13 1.088, H14 1.086
6 C -1.3373 -0.2172 0.4075  N4 1.584, O7 1.384, O8 1.375, H15 1.097
7 O -2.0803 0.4143 -0.5744  C6 1.384, H16 0.964
8 O -1.3031 0.5318 1.5601  C6 1.375, H17 0.971
9 H 1.3110 2.4854 -0.8906  C1 1.077
10 H -0.4546 2.1612 -0.6193  C1 1.073
11 H 2.6664 0.6886 -1.2654  O3 0.964
12 H 0.6570 -1.9251 1.3866  C5 1.095
13 H 0.0801 -2.6529 -0.1339  C5 1.088
14 H 1.6765 -1.9773 -0.0311  C5 1.086
15 H -1.7543 -1.1936 0.6851  C6 1.097
16 H -3.0331 0.3730 -0.4312  O7 0.964
17 H -0.8361 1.3618 1.3733  O8 0.971

Here are the natural (NBO) charges for atoms 1 to 6, given in e: -0.6722 0.5188 -0.7409 -0.4643 -0.4165 0.5284



Version two
DFT (the ωB97M-V functional and the def2-TZVPD basis) results for the molecule C4H9NO3.

orbital gap: 10.398 eV
2S+1: 1

Last columns: bonded neighbours and bond lengths (Å).
Atoms and positions in Å:
1 C 1.2220 0.0134 1.2394  C2 1.479, H9 1.150, H10 1.121, H11 1.150
2 C 1.1048 0.0620 -0.2344  C1 1.479, O3 1.383, C4 1.561, H12 1.017
3 O 1.7039 -1.0114 -0.8678  C2 1.383, H13 0.930
4 C -0.3747 0.1023 -0.7310  C2 1.561, N5 1.525, C6 1.559, H14 1.084
5 N -1.1605 1.3762 -0.4371  C4 1.525, H15 1.020, H16 0.996
6 C -1.1935 -1.0543 -0.0818  C4 1.559, O7 1.170, O8 1.298
7 O -0.8763 -2.1805 -0.1030  C6 1.170
8 O -2.3326 -0.6640 0.4016  C6 1.298, H17 0.994
9 H 1.1034 -1.0379 1.6914  C1 1.150
10 H 2.2840 0.3109 1.4381  C1 1.121
11 H 0.6489 0.8272 1.8162  C1 1.150
12 H 1.5314 0.9452 -0.5013  C2 1.017
13 H 1.2791 -1.8344 -0.9466  O3 0.930
14 H -0.5209 -0.0857 -1.7886  C4 1.084
15 H -0.5692 2.0931 -0.0173  N5 1.020
16 H -1.6099 1.8143 -1.2106  N5 0.996
17 H -2.2400 0.3236 0.3327  O8 0.994

Here are the natural (NBO) charges for atoms 1 to 6, given in e: -0.6550 0.1009 -0.7265 -0.1804 -0.8735 0.7695



Version three
DFT (the ωB97M-V functional and the def2-TZVPD basis) results for a cluster of 2 separate species, C4H9NO3 in total.

orbital gap: 10.808 eV
2S+1: 1

Last columns: bonded neighbours and bond lengths (Å).
Atoms and positions in Å:
1 C -1.9244 0.0726 1.4797  C2 1.522, H8 1.093, H9 1.087, H10 1.098
2 C -1.0981 -1.1006 0.9734  C1 1.522, C3 1.487, H11 1.090, H12 1.094
3 C 0.3715 -0.8777 0.9351  C2 1.487, O4 1.196, N5 1.435
4 O 1.2535 -1.2640 1.6442  C3 1.196
5 N 0.7888 -0.1577 -0.2342  C3 1.435, C6 1.380, H13 1.016
6 C -0.0029 0.4294 -1.2002  N5 1.380, O7 1.205, H14 1.097
7 O 0.3915 1.1096 -2.1134  C6 1.205
8 H -2.5709 -0.0452 2.3535  C1 1.093
9 H -1.3915 1.0012 1.6657  C1 1.087
10 H -2.7442 0.1691 0.7555  C1 1.098
11 H -1.2906 -1.9970 1.5623  C2 1.090
12 H -1.4009 -1.5386 0.0177  C2 1.094
13 H 1.7637 -0.1487 -0.5194  N5 1.016
14 H -1.0786 0.2161 -1.2098  C6 1.097
15 O 3.1072 1.0344 -2.0923  H16 0.939, H17 0.959
16 H 3.3793 1.6077 -1.3996  O15 0.939
17 H 2.4465 1.4894 -2.6181  O15 0.959

Here are the natural (NBO) charges for atoms 1 to 6, given in e: -0.6298 -0.5367 0.7132 -0.5349 -0.6828 0.5397



Of them, version three has the highest stability.